# 1
20
Properties=species:S:1:pos:R:3:mulliken_charge:R:1 method="wB97M-V/def2-TZVPD" homo_energy_ha=-0.5166 total_charge=+1 max_force_ev_per_a=4.45 relative_energy_kcal_mol=106.5 total_energy_ev=-11880.3945 mol_weight_g_mol=136.18 homo_lumo_gap_ev=8.60
C -1.9703 -1.2227 -0.7307 -1.623
C -0.5917 -0.5717 -0.4344 1.210
C 0.3023 -0.5051 -1.6714 -1.336
C -0.9098 0.9594 0.0278 -0.380
N -0.0479 1.7883 0.0963 -0.023
C 1.1794 2.1406 0.2799 0.012
N 1.7248 1.7774 1.4411 -0.309
C 1.7029 0.6489 1.9933 -0.035
C 0.9286 -0.7679 1.4852 -0.027
N 0.0230 -1.2073 0.6929 -0.448
H -1.8721 -2.0123 -1.4458 0.413
H -2.6748 -0.6916 -1.3830 0.418
H -2.5339 -1.6164 0.2132 0.354
H -0.3302 -0.2071 -2.4260 0.408
H 0.7691 -1.5416 -1.7847 0.383
H 1.1814 0.2071 -1.4941 0.358
H -1.8550 1.0174 0.4333 0.487
H 1.7522 2.7910 -0.4115 0.381
H 1.8144 0.6249 3.0741 0.390
H 1.4076 -1.6113 2.0445 0.367

---

# 2
20
Properties=species:S:1:pos:R:3:mulliken_charge:R:1 method="wB97M-V/def2-TZVPD" homo_energy_ha="-0.5013 / -0.5014" total_charge=+1 max_force_ev_per_a=4.68 relative_energy_kcal_mol=111.0 total_energy_ev=-11880.1996 mol_weight_g_mol=136.18 homo_lumo_gap_ev="7.52 / 7.52"
C 0.8664 -0.4503 1.7199 -0.739
C -0.2394 -0.6948 1.0689 -0.416
C -2.4179 0.1905 -0.6529 -0.177
C 2.0056 -0.2640 0.7682 -0.790
C 0.6802 1.6392 -0.2764 -0.476
C -0.0419 -0.6036 -0.4137 -0.002
C 1.2456 0.1549 -0.5210 -0.400
N -1.0513 0.4205 -0.7182 0.752
N -0.6842 1.6445 -0.5265 -0.575
N -3.2365 1.2027 -0.9771 -0.149
H 1.1684 -0.5548 2.7050 0.570
H -1.0935 -1.0858 1.5217 0.555
H 2.7813 0.5105 0.9972 0.357
H 2.4120 -1.2134 0.5075 0.403
H 0.8236 1.6414 0.8382 0.363
H 1.1302 2.5470 -0.7533 0.382
H -0.1092 -1.5078 -0.9720 0.457
H 1.8685 -0.0035 -1.4570 0.372
H -2.7734 2.0496 -1.3058 0.254
H -4.2201 1.2330 -0.8612 0.259

---

# 3
22
Properties=species:S:1:pos:R:3:mulliken_charge:R:1 method="wB97M-V/def2-TZVPD" homo_energy_ha="-0.4240 / -0.4239" total_charge=+1 max_force_ev_per_a=5.09 relative_energy_kcal_mol=128.4 total_energy_ev=-15974.2075 mol_weight_g_mol=168.18 homo_lumo_gap_ev="8.36 / 8.36"
C 1.2238 -2.6902 1.9402 -0.153
C 1.4536 -1.3102 2.0131 -0.624
C 0.4064 -3.0817 0.8895 -0.389
C 0.9666 -0.4185 1.0771 0.241
C 0.0441 -2.2136 -0.0944 -0.201
C -1.9809 3.0114 0.9420 0.636
C 0.1035 1.6247 -2.5705 -0.513
N 0.2989 -0.8687 0.0268 0.716
N -2.0451 2.5743 -0.2065 -0.458
N -0.2781 -0.2163 -0.9287 -1.231
O -1.7890 3.4536 1.9861 -0.246
O -0.0124 1.2288 -1.1288 -0.275
H 1.6517 -3.4643 2.6200 0.381
H 2.1436 -0.8247 2.7639 0.301
H 0.2617 -4.2606 0.6545 0.230
H 1.0484 0.6625 1.1898 0.436
H -0.2761 -2.5298 -0.9903 0.496
H 0.7600 0.7607 -2.9596 0.256
H 0.6909 2.5430 -2.6072 0.282
H -0.7987 1.8602 -3.0365 0.312
H -1.0587 1.8060 -0.7382 0.502
H -2.8142 2.3535 -0.8423 0.299

---

# 4
23
Properties=species:S:1:pos:R:3:mulliken_charge:R:1 method="wB97M-V/def2-TZVPD" homo_energy_ha=-0.3161 max_force_ev_per_a=4.66 relative_energy_kcal_mol=104.5 total_energy_ev=-34059.3195 mol_weight_g_mol=215.22 homo_lumo_gap_ev=7.18
N -4.0851 -1.6270 1.4335 -0.724
P -3.4345 -0.1640 1.3641 0.387
C -1.6317 -0.4008 0.9112 0.227
C -1.3121 -1.0184 -0.4327 -0.247
C 0.0493 -1.2666 -0.8425 -0.689
C 1.1282 -0.8770 0.1294 0.508
N 2.4995 -1.0072 0.0257 -0.627
S 3.1620 -0.3849 1.4387 0.201
N 1.8378 0.1292 2.3386 -0.614
C 0.8094 -0.2392 1.4827 0.699
C -0.6189 -0.0161 1.8697 -0.549
H -3.3580 -2.3131 1.1984 0.242
H -4.1252 0.5856 0.3472 0.080
H -3.5732 0.4995 2.6327 0.072
H -2.1289 -1.3290 -1.1376 0.350
H 0.2982 -1.7380 -1.8184 0.388
H -0.9398 0.4140 2.8446 0.264
C 2.8500 1.5615 -2.4434 -0.204
O 1.6995 2.3985 -2.4729 -0.498
H 2.9645 1.0860 -3.4163 0.221
H 3.7375 2.1636 -2.2304 0.273
H 2.7301 0.7931 -1.6694 -0.043
H 1.6209 2.8073 -1.6039 0.286

---

# 5
21
Properties=species:S:1:pos:R:3:mulliken_charge:R:1 method="wB97M-V/def2-TZVPD" homo_energy_ha=-0.4420 total_charge=+1 max_force_ev_per_a=4.65 relative_energy_kcal_mol=27.3 total_energy_ev=-22718.0592 mol_weight_g_mol=168.25 homo_lumo_gap_ev=7.92
C -1.7459 2.6097 -0.7264 -0.841
C -0.9899 2.8021 -1.7838 -0.295
C -1.4029 1.5954 0.1574 0.533
C -0.1987 0.9282 -0.3495 0.528
C -2.0980 1.0329 1.1047 0.208
C 0.0775 -0.1597 2.5433 -0.960
C 0.3214 -0.7478 1.3607 -0.078
N -2.7346 0.7494 2.0445 -0.291
N 0.4929 -0.1196 0.1327 -0.016
N 2.2106 -1.6473 -1.3355 -0.888
S 0.3738 1.6904 -1.8379 -0.122
H -2.5221 3.3438 -0.4700 0.357
H -1.0315 3.6442 -2.5053 0.410
H -0.0638 0.9006 2.5270 0.432
H 0.2700 -0.5492 3.5498 0.292
H 0.5259 -1.7587 1.2641 0.395
H -3.3153 0.0124 2.2557 0.319
H 1.1253 -0.6547 -0.4926 0.290
H 2.8085 -1.4585 -2.0594 0.228
H 1.6587 -2.3883 -1.6334 0.239
H 2.8433 -1.9617 -0.5975 0.257

---

# 6
22
Properties=species:S:1:pos:R:3:mulliken_spin:R:1 method="wB97M-V/def2-TZVPD" homo_energy_ha="-0.3496 / -0.4758" total_charge=+1 max_force_ev_per_a=5.70 relative_energy_kcal_mol=18.2 multiplicity=3 total_energy_ev=-14859.7067 mol_weight_g_mol=164.19 homo_lumo_gap_ev="6.69 / 7.00" s2=2.019
C -0.5678 2.0056 1.3788 0.142
C 1.7635 1.9023 0.4585 0.575
C -0.8204 0.8080 0.8275 -0.025
C 2.1475 -0.5127 -0.1385 0.221
C 1.4558 0.6664 0.0574 0.201
C -0.9302 -1.8438 -0.7289 0.183
C 0.5478 2.8234 0.7444 -0.026
N 1.4238 -1.5832 -0.2738 0.308
N -2.2387 -1.4371 -0.7616 0.061
N 0.1538 -1.1693 -0.2876 0.005
N -0.6465 -3.0739 -1.1789 0.072
N 0.1024 0.2820 -0.0164 0.201
H -1.3360 2.5074 1.8873 0.005
H 2.8521 2.1512 0.8559 -0.008
H -1.6464 0.1803 1.1528 -0.003
H 3.2373 -0.7361 -0.1996 0.009
H 0.1841 2.9907 -0.3087 0.075
H 0.8890 3.5426 1.3712 0.002
H -2.8872 -2.0428 -1.3038 -0.001
H -1.3029 -3.3186 -1.9176 0.003
H 0.1615 -3.6232 -0.8419 0.002
H -2.5425 -0.5194 -0.7767 -0.002

---

# 7
25
Properties=species:S:1:pos:R:3:mulliken_charge:R:1 method="wB97M-V/def2-TZVPD" homo_energy_ha=-0.4505 total_charge=+1 max_force_ev_per_a=0.59 total_energy_ev=-29793.2457 mol_weight_g_mol=228.26 homo_lumo_gap_ev=7.55
N 0.0332 2.1534 -4.2740 -0.356
C 0.1243 2.2381 -2.9492 0.513
N 1.0676 2.9095 -2.2792 -0.523
C 0.7902 2.7145 -1.0024 0.049
N -0.2829 1.9551 -0.8342 0.642
N -0.8777 1.4734 0.3234 -0.835
C -1.9399 2.0505 0.6596 0.637
S -3.2725 2.6250 1.1259 -0.207
N -0.7348 1.6512 -2.0931 -0.139
H 0.5980 2.7674 -4.8374 0.254
H -0.4840 1.4225 -4.7286 0.230
H 1.3517 3.0861 -0.1597 0.453
H -1.5460 1.0721 -2.2506 0.227
O 1.5249 -2.6765 4.2992 -0.534
C 1.0692 -2.4441 3.2253 0.442
O 1.5808 -1.4706 2.4161 -0.398
C 0.7868 -1.3325 1.2358 -0.087
C 0.0589 -2.6660 1.0754 -0.545
C -0.1128 -3.0980 2.5297 -0.398
H 0.0986 -0.4977 1.3817 0.076
H 1.4528 -1.1036 0.4036 0.335
H -0.8737 -2.5800 0.5199 0.320
H 0.7002 -3.3763 0.5528 0.277
H -1.0256 -2.7006 2.9773 0.242
H -0.0873 -4.1730 2.6825 0.324

---

# 8
23
Properties=species:S:1:pos:R:3:mulliken_charge:R:1 method="wB97M-V/def2-TZVPD" homo_energy_ha=-0.3107 smiles=NCCn1cnc2c(N)ncnc21 max_force_ev_per_a=1.66 relative_energy_kcal_mol=2.7 total_energy_ev=-16362.6799 mol_weight_g_mol=178.20 homo_lumo_gap_ev=9.32
N -3.0055 -2.3218 -1.1200 -0.600
C -1.7295 -1.8332 -0.5326 -0.358
C -1.9335 -0.3482 -0.1673 -0.747
N -0.7909 0.2716 0.4261 0.196
C -0.6160 0.5770 1.7278 -0.114
N 0.5782 1.0025 2.0672 -0.757
C 1.2478 1.0255 0.8397 0.847
C 2.5588 1.4044 0.4151 0.010
N 3.3673 2.0441 1.2919 -0.425
N 2.9117 1.2469 -0.8709 -0.658
C 1.9265 0.8204 -1.7171 -0.301
N 0.6699 0.5083 -1.4707 -0.586
C 0.3994 0.5856 -0.1785 0.472
H -2.7796 -3.0466 -1.8018 0.230
H -3.6265 -2.7739 -0.4237 0.229
H -1.4704 -2.4028 0.3638 0.242
H -0.9158 -1.8590 -1.2554 0.393
H -2.2505 0.2156 -1.0667 0.286
H -2.7859 -0.2530 0.5244 0.320
H -1.4207 0.4397 2.4462 0.370
H 3.1122 1.9538 2.2457 0.273
H 4.3410 2.0682 1.0162 0.286
H 2.2123 0.6748 -2.7593 0.392

---

# 9
20
Properties=species:S:1:pos:R:3:mulliken_charge:R:1 method="wB97M-V/def2-TZVPD" homo_energy_ha="-0.4991 / -0.4991" total_charge=+1 max_force_ev_per_a=5.00 relative_energy_kcal_mol=118.9 total_energy_ev=-12993.6517 mol_weight_g_mol=140.16 homo_lumo_gap_ev="5.84 / 5.84"
C -0.5296 2.8667 -1.2092 0.854
C 1.1121 -0.6912 0.9852 0.320
C -1.6763 3.1138 -0.6741 -0.550
C 0.2211 -1.7896 0.3663 -0.570
C 0.6679 0.7849 0.6256 -0.311
C -1.2525 -1.3708 0.2113 -0.653
C -1.4036 -0.0246 -0.4451 -0.559
N -0.7308 0.9870 0.4829 -0.221
O 0.5002 2.5754 -1.6904 -0.356
O 2.0613 -0.7708 1.6898 -0.426
H -2.4272 3.6597 -0.0923 0.355
H 0.8660 -2.1332 -0.5453 0.316
H 0.2155 -2.7373 0.9603 0.362
H 1.1825 1.5244 1.3856 0.417
H 1.0679 0.9372 -0.3515 0.247
H -1.7595 -2.0475 -0.4307 0.383
H -1.6864 -1.5194 1.1867 0.341
H -1.1375 -0.1226 -1.4693 0.355
H -2.5489 0.2614 -0.4420 0.320
H -1.2294 1.2396 1.3160 0.375

---

# 10
20
Properties=species:S:1:pos:R:3:mulliken_charge:R:1 method="wB97M-V/def2-TZVPD" homo_energy_ha=-0.4751 total_charge=+1 max_force_ev_per_a=3.99 relative_energy_kcal_mol=11.0 total_energy_ev=-21785.9816 mol_weight_g_mol=156.23 homo_lumo_gap_ev=9.12
C -2.5776 0.9793 0.1613 -0.457
C -2.1381 -0.4406 0.1346 -0.561
C -1.6096 1.9342 -0.1864 -0.695
C -0.8543 -0.8086 0.0553 -0.243
C -0.2735 1.5228 -0.0931 0.912
C 0.1057 0.1754 -0.0586 0.247
C 1.8724 -1.4540 1.1185 -1.078
N 1.9725 -1.0740 -1.4570 -0.444
O 0.7494 2.3974 -0.0141 -0.491
S 1.8170 -0.1142 -0.1003 0.339
H -3.6244 1.1625 0.3782 0.394
H -2.9150 -1.2306 0.2818 0.333
H -1.9422 3.0023 -0.2054 0.291
H -0.4883 -1.7981 0.2884 0.325
H 0.5301 3.2327 -0.4195 0.342
H 1.6778 -2.4546 0.7132 0.386
H 1.2510 -1.2387 1.9572 0.423
H 2.8562 -1.6278 1.4073 0.394
H 1.1281 -1.4771 -1.7220 0.294
H 2.4631 -0.6881 -2.2393 0.289

---

# 11
18
Properties=species:S:1:pos:R:3:mulliken_charge:R:1 method="wB97M-V/def2-TZVPD" homo_energy_ha=-0.3196 smiles="C=CO[C@@H]1C=CCC1" max_force_ev_per_a=4.49 relative_energy_kcal_mol=113.3 total_energy_ev=-9463.6452 mol_weight_g_mol=110.16 homo_lumo_gap_ev=9.50
C 1.4844 2.3449 -1.0235 -0.739
C 0.9557 1.3247 -0.3464 0.083
O 0.3404 1.4071 0.8611 -0.400
C -0.5052 0.2834 1.1244 0.234
C 0.3641 -0.8872 1.4465 -0.569
C 0.3396 -1.8569 0.4443 -0.529
C -0.9749 -1.7687 -0.3124 -0.101
C -1.3427 -0.1737 -0.2370 -0.686
H 1.5345 3.3778 -0.4909 0.242
H 1.7450 2.0755 -2.1477 0.196
H 0.9716 0.4036 -0.9399 0.282
H -1.1774 0.8974 1.8574 0.290
H 1.1812 -0.7115 2.2116 0.342
H 0.9693 -2.7433 0.4023 0.380
H -1.7789 -2.5655 0.2868 0.246
H -0.7988 -1.9254 -1.4883 0.234
H -0.7787 0.3665 -1.3114 0.220
H -2.5292 0.1513 -0.3367 0.274

---

# 12
18
Properties=species:S:1:pos:R:3:mulliken_charge:R:1 method="wB97M-V/def2-TZVPD" homo_energy_ha="-0.2939 / -0.2558" max_force_ev_per_a=5.80 relative_energy_kcal_mol=133.8 total_energy_ev=-9462.7582 mol_weight_g_mol=110.16 homo_lumo_gap_ev="9.03 / 7.19"
C -0.8469 -1.0079 -0.2669 -0.750
C 1.5146 -0.6608 -0.6026 -0.688
C 0.1526 -0.0724 -0.8337 0.269
C -0.5802 -0.3090 1.0654 -0.117
C 1.6563 -0.7467 0.9378 -0.424
C -0.0906 0.8781 0.2448 0.136
C -1.0353 2.0125 -0.0981 -1.443
O 0.5451 -0.7475 1.7649 -0.328
H -1.9938 -0.8869 -0.4005 0.280
H -0.5351 -2.1201 -0.3361 0.252
H 1.6335 -1.7223 -0.8999 0.342
H 2.2740 -0.0311 -1.1114 0.335
H -0.0113 0.2837 -1.9937 0.320
H -1.3059 -0.3215 1.9263 0.384
H 2.5440 -1.2428 1.3144 0.392
H -2.1161 1.6344 -0.2149 0.271
H -0.9271 2.2922 -1.1174 0.368
H -0.8778 2.7682 0.6217 0.400